This record from the Open Molecules 2025 dataset describes 9 unconnected molecules or ions with the total composition C5H31N2O9 in a non-equilibrium geometry. The level of theory is ωB97M-V/def2-TZVPD.

- E_LUMO: -2.346 eV
- HOMO-LUMO gap: 9.408 eV
- Relative energy (zero: lowest compared OMol25 entry of this formula, charge and spin): 108.8 kcal/mol
- Net charge: +1
- HOMO: -11.75 eV
- E: -27087.831 eV

Geometry as XYZ:
```
47
C5H31N2O9, DFT ωB97M-V/def2-TZVPD
N 0.52449 0.68891 -1.42350
C 0.21785 -0.31898 -0.36883
C 0.34829 -1.76395 -1.02352
O 1.27419 -1.67605 -2.07117
C -1.12320 0.10546 0.21740
N -0.96938 1.04742 1.36773
C -0.63976 2.37624 0.92035
C -2.29309 0.92899 2.06563
H 1.14592 0.35332 -2.18874
H -0.30919 1.11465 -1.84338
H 1.18592 1.32435 -0.97129
H 1.00007 -0.25756 0.46284
H 0.63241 -2.45098 -0.22960
H -0.59394 -2.17822 -1.46818
H 2.13032 -1.97865 -1.74869
H -1.58553 -0.76086 0.69521
H -1.98212 0.49351 -0.45236
H -0.77413 2.97610 1.87897
H 0.26600 2.52336 0.34825
H -1.36103 3.00415 0.29332
H -3.04969 0.88986 1.27144
H -2.20573 0.09013 2.72074
H -2.77501 1.84699 2.47821
H -1.73341 0.35828 -3.94960
H -2.30640 1.54768 -3.03434
O -1.78505 0.72673 -3.06788
H 3.60773 2.70099 -0.98408
H 3.46225 2.89583 -2.41680
O 2.90852 2.74633 -1.64416
H 3.67813 -0.74738 2.04269
H 2.17546 -1.24577 2.53173
O 2.87658 -1.23972 1.86160
H 1.25255 -0.45158 -5.16928
H -0.17017 -1.18453 -5.34331
O 0.72077 -1.24023 -4.99796
H -4.37890 -2.04760 1.28110
H -3.14307 -2.62383 1.96117
O -3.40631 -2.00886 1.25634
H 2.50975 -0.00451 0.96794
H 2.02165 1.22699 1.76804
O 2.20927 0.97625 0.81667
H 0.48707 0.37629 3.11411
H 1.09018 1.72776 3.53597
O 1.31781 0.85112 3.21142
H -0.28245 -4.22627 2.31550
H -1.32840 -3.90910 1.12395
O -0.84725 -3.58306 1.88837
```